The following is a DFT calculation (ωB97M-V/def2-TZVPD) of a 2-piece molecular cluster, C7H11IN3 overall.

```
22
Properties=species:S:1:pos:R:3:nbo_charge:R:1
C 1.9106 0.8391 1.9026 0.196
C 1.1512 1.4994 -0.5048 -0.226
C -0.2589 1.2547 -1.0449 -0.211
C -1.0769 0.6105 0.0948 -0.299
C -0.7145 -0.1459 -1.1716 -0.186
C -0.1016 0.6101 1.2210 0.461
C -1.9517 -0.4647 -2.0177 -0.625
N 1.3001 0.2425 2.8644 -0.192
N 1.0891 1.0760 0.8434 -0.309
N 0.0530 0.0136 2.4073 -0.317
I 1.3028 -4.0738 0.4093 -0.127
H 2.9801 1.0429 1.9578 0.255
H 1.8427 0.9029 -1.1510 0.254
H 1.2961 2.5512 -0.5198 0.243
H -0.7881 1.9193 -1.7690 0.267
H -2.1525 0.7753 0.2980 0.271
H 0.0728 -1.0228 -1.0554 0.230
H 1.5163 -5.5716 0.8585 0.129
H -1.9497 -1.5243 -2.5327 0.255
H -1.9423 0.2162 -2.8406 0.227
H -2.8679 -0.4231 -1.3681 0.227
H -0.7107 -0.3274 3.1188 0.477
```

Output
Kohn-Sham gap = 0.348 Eh
net charge = +1
highest occupied orbital energy = -12.720 eV
multiplicity = 1
energy above the lowest of the compared OMol25 structures with the same formula, charge and spin = 0.974 eV

=====

The following is a DFT calculation (ωB97M-V/def2-TZVPD) of an isolated ion of composition C7H11INO and charge +1.

```
21
Properties=species:S:1:pos:R:3:nbo_charge:R:1
C -1.0205 2.5144 -0.4519 0.289
C 0.6672 0.0710 1.3420 -0.436
C 0.7699 -0.2999 -1.2515 -0.511
C -0.7459 -0.3160 1.5403 -0.378
C -0.6296 -0.8492 -1.4521 -0.085
C 1.2801 -0.6574 0.1442 0.110
C -1.6740 0.2545 0.2991 -0.080
N -1.4144 1.4362 -0.1180 -0.300
O 2.6084 -0.4320 0.2092 -0.689
I -3.7164 -0.2937 0.1194 0.283
H -0.5882 3.2639 -1.0891 0.294
H 0.8473 1.1570 1.2603 0.219
H 1.2016 -0.1815 2.4063 0.273
H 1.4640 -0.7154 -1.9386 0.259
H 0.8501 0.8474 -1.3997 0.208
H -0.9699 -1.3141 1.5862 0.231
H -1.1462 0.2475 2.3360 0.230
H -1.2588 -0.2309 -2.0777 0.226
H -0.6491 -1.9005 -1.2221 0.230
H 1.0323 -1.7045 0.2898 0.147
H 3.0922 -0.8965 -0.5323 0.480
```

Output
Kohn-Sham gap (alpha / beta) = 0.266 / 0.267 Eh
net charge = +1
highest occupied orbital energy (alpha / beta) = -12.718 / -12.719 eV
multiplicity = 1
energy above the lowest of the compared OMol25 structures with the same formula, charge and spin = 2.966 eV

=====

The following is a DFT calculation (ωB97M-V/def2-TZVPD) of one molecule with the formula C7H11N.

```
19
Properties=species:S:1:pos:R:3:nbo_charge:R:1
C 0.7393 -0.7690 1.4257 -0.412
C 0.9991 0.5722 0.7170 -0.253
C -0.2801 0.3769 1.4167 -0.245
C -1.2828 0.5760 0.2344 -0.086
C -1.1304 -0.8044 -0.6111 -0.425
C 0.2007 -0.6857 -1.3498 -0.393
C 0.6490 0.6641 -0.7483 -0.114
N -0.6322 1.4627 -0.9465 -0.607
H 0.7193 -1.7272 1.0979 0.215
H 1.5053 -0.5116 2.2779 0.215
H 1.8466 1.1361 1.0841 0.225
H -0.3559 0.8041 2.6034 0.233
H -2.4255 0.7457 0.2905 0.245
H -1.8073 -1.1951 -1.2428 0.214
H -0.6486 -1.8620 -0.1548 0.208
H 0.9685 -1.4142 -1.2485 0.194
H 0.2781 -0.6864 -2.5161 0.201
H 1.2677 0.9263 -1.5812 0.233
H -0.6107 2.3915 -0.7485 0.353
```

Output
Kohn-Sham gap = 0.379 Eh
net charge = 0
highest occupied orbital energy = -9.272 eV
multiplicity = 1
energy above the lowest of the compared OMol25 structures with the same formula, charge and spin = 5.909 eV

=====

The following is a DFT calculation (ωB97M-V/def2-TZVPD) of one molecule with the formula C7H11N.

```
19
Properties=species:S:1:pos:R:3:nbo_charge:R:1
C -0.0037 1.6727 -1.5608 -0.166
C -0.9474 1.8461 -0.4411 -0.202
C -0.9331 0.3463 0.0310 -0.236
C -1.1469 -0.5901 1.4349 -0.225
N -0.3568 -1.7274 1.3205 -0.673
C 1.0079 -1.3598 0.5209 -0.235
C 0.7427 0.1098 -0.1004 -0.203
C 0.8093 0.5663 -1.5584 -0.494
H -0.0456 2.5415 -2.3153 0.219
H -1.5661 2.6684 -0.1166 0.229
H -1.2735 -0.2232 -0.8415 0.184
H -2.1740 -1.1283 1.7964 0.236
H -0.4866 0.2524 1.9887 0.138
H -0.2483 -2.3105 2.3522 0.378
H 1.3511 -2.2268 -0.3812 0.191
H 1.8944 -1.4787 1.3109 0.200
H 1.0050 0.6533 0.6937 0.201
H 0.5589 -0.3011 -2.2549 0.228
H 1.8127 0.6890 -1.8790 0.229
```

Output
Kohn-Sham gap = 0.335 Eh
net charge = 0
highest occupied orbital energy = -8.039 eV
multiplicity = 1
energy above the lowest of the compared OMol25 structures with the same formula, charge and spin = 7.135 eV

=====

Energy for the records above, in order: -734.987492; -700.574825; -327.870824; -327.825765 Eh